C9H18N3S | ωB97M-V/def2-TZVPD

Calculated values
**2S+1**: 1
**LUMO (spin up / spin down)**: -4.339 / -4.340 eV
**HOMO (spin up / spin down)**: -11.7119 / -11.7095 eV
**HOMO-LUMO gap (spin up / spin down)**: 7.4 / 7.4 eV
**Charge**: +1

```
31
Properties=species:S:1:pos:R:3:mulliken_charge:R:1
S 1.1000 2.2181 -1.6791 -0.09
N -4.4753 -1.5378 0.2637 -0.86
N -2.5418 0.2254 0.2655 0.37
N -2.9924 1.3850 0.8462 -1.00
C -1.2599 -1.3809 -0.9952 -1.29
C -0.8733 2.7400 0.3359 0.01
C 3.1387 -1.2011 -0.0189 -0.62
C 1.9654 -0.1592 -0.3094 -0.30
C 2.4922 1.1923 -0.7343 -0.77
C -1.5874 0.0270 -0.5797 0.35
C -0.1764 2.2097 -0.6198 0.07
C -2.2361 2.4209 0.8269 -0.05
C 3.9513 -0.8865 1.1668 -1.07
H -0.2954 -1.2178 -1.5965 0.32
H 2.7861 1.9898 -0.1089 0.49
H -1.1080 -2.1725 -0.1466 0.29
H -3.9965 -2.4368 0.0479 0.29
H 4.8093 -1.5373 1.1792 0.35
H -2.0568 -1.5866 -1.6398 0.52
H 3.2976 1.0870 -1.4643 0.43
H 1.2565 -0.5340 -1.0314 -0.08
H 2.7527 -2.2316 0.0840 0.33
H 3.4118 -1.0121 2.1583 0.27
H 3.6600 -1.1789 -1.0111 0.33
H -0.5376 3.6162 0.8222 0.40
H -5.0209 -1.1049 -0.4924 0.30
H 1.4007 -0.1240 0.5386 0.54
H -2.6308 3.3207 1.2436 0.39
H -5.1131 -1.6745 1.1280 0.30
H 4.1893 0.1803 1.0694 0.32
H -3.3098 -0.6361 0.4512 0.48
```

=====

C4H5N2 | ωB97M-V/def2-TZVPD

Calculated values
**2S+1**: 1
**LUMO**: -5.806 eV
**HOMO**: -15.6900 eV
**HOMO-LUMO gap**: 9.9 eV
**Charge**: +1

```
11
Properties=species:S:1:pos:R:3:mulliken_charge:R:1
N 0.9306 -1.5409 -1.6557 -0.45
N 1.1248 0.1856 -0.3521 0.08
C 1.7253 -0.6756 -1.2446 0.07
C -0.7976 1.1420 0.9838 -0.33
C -1.8752 0.4606 1.4092 -0.57
C 0.1996 0.5627 0.2392 0.64
H -2.6492 0.9700 1.9601 0.29
H 2.7766 -0.4692 -1.4318 0.37
H -2.0108 -0.5942 1.2223 0.28
H -0.6713 2.2029 1.1850 0.34
H 1.2472 -2.2439 -2.3153 0.28
```

=====

C25H31N3O5 | ωB97M-V/def2-TZVPD

Calculated values
**2S+1**: 1
**LUMO**: 0.655 eV
**HOMO**: -8.1861 eV
**HOMO-LUMO gap**: 8.8 eV
**Charge**: 0

```
64
Properties=species:S:1:pos:R:3:mulliken_charge:R:1
O 3.3198 -0.8287 0.3983 -0.21
O 1.4030 2.8012 1.0521 -0.52
O 0.2814 4.5826 0.1155 -0.50
O -2.1789 0.4523 -0.2032 -0.68
O 0.7767 -2.9571 -0.3898 -0.74
N -0.8121 -0.9238 0.9468 0.15
N -4.0831 -1.5148 -4.5533 -0.65
N 0.1148 -1.3624 -1.8198 0.22
C -2.5550 -2.6574 -3.1253 -0.55
C 0.6402 0.6468 4.0678 -0.74
C -2.9219 -0.3218 -2.8380 0.02
C -0.3507 2.1581 -2.5800 -0.50
C -3.4614 -2.6174 -4.1717 -0.43
C -1.8087 -0.6984 3.1759 -1.00
C 4.2004 0.1960 0.0067 -0.76
C -2.2684 -1.4817 -2.4357 -0.59
C 3.4022 -2.0069 -0.3706 -0.90
C 0.1971 3.5027 -0.7220 0.89
C 0.9956 4.1378 1.2474 -0.38
C 0.3301 -0.2550 -2.7270 -2.04
C 0.9510 1.2058 -0.7798 0.58
C -0.3769 0.1083 5.0694 -0.79
C 0.6110 -0.1672 2.7781 -0.21
C 0.8734 2.4230 -0.1540 0.60
C -0.4182 3.3950 -1.9442 -1.37
C -1.4890 -0.5452 -0.1469 -0.16
C -1.2591 -1.5318 -1.3182 0.37
C -0.7900 -0.1491 2.1722 -0.14
C 1.0707 -2.1170 -1.2305 0.79
C 0.3122 1.0801 -2.0164 0.64
C 2.5278 -1.9509 -1.6353 -0.34
C -1.7771 0.1186 4.4636 -0.66
C -3.8204 -0.4013 -3.8923 -0.64
H -0.9426 4.2274 -2.3816 0.44
H 4.0183 1.0287 0.6834 0.17
H 3.0333 -2.8114 0.2717 0.39
H -1.5670 -1.7415 3.3941 0.29
H 1.2727 -0.3934 -3.2604 0.65
H -4.3536 0.4777 -4.2304 0.39
H -0.8363 2.0389 -3.5369 0.45
H -0.1083 -0.9147 5.3428 0.33
H -2.0757 -3.5855 -2.8510 0.43
H 0.8934 -1.2015 2.9895 0.51
H -2.7513 0.6094 -2.3249 0.64
H -1.2842 -2.5436 -0.8926 0.76
H 2.7887 -2.7935 -2.2790 0.46
H 4.0216 0.5291 -1.0225 0.34
H 1.4642 0.3808 -0.3154 -0.14
H -0.2673 -1.7768 0.9281 0.50
H -2.0703 1.1475 4.2438 0.34
H 1.8814 4.7746 1.3984 0.27
H -0.4636 -0.2735 -3.4792 0.50
H 1.6427 0.6141 4.4983 0.43
H -0.3606 0.7125 5.9788 0.39
H -3.7042 -3.5101 -4.7335 0.39
H -1.0730 0.8737 1.8991 0.42
H 4.4454 -2.2116 -0.6439 0.41
H 5.2441 -0.1286 0.0963 0.35
H -2.4963 -0.2892 5.1768 0.41
H 2.7249 -1.0236 -2.1659 0.18
H -2.8049 -0.6655 2.7310 0.35
H 1.3323 0.2388 2.0687 -0.21
H 0.3496 4.2009 2.1392 0.29
H 0.4101 1.6894 3.8379 0.14
```

=====

C35H47BrFN9O5P | ωB97M-V/def2-TZVPD

Calculated values
**2S+1**: 1
**LUMO**: -3.791 eV
**HOMO**: -9.5822 eV
**HOMO-LUMO gap**: 5.8 eV
**Charge**: +1

```
99
Properties=species:S:1:pos:R:3:mulliken_charge:R:1
Br -2.1113 -0.2913 1.6952 -0.16
P -0.9671 -3.3939 0.2817 0.07
F -0.7662 4.7504 1.5829 -0.19
O 2.4536 0.1139 -1.0067 -0.37
O -2.5383 -3.0480 0.1415 -0.47
O 4.7997 0.2977 1.7340 -0.42
O 1.2569 2.4692 -0.1922 -0.46
O -1.5659 3.6342 -0.1042 -0.45
N 0.9416 6.0588 -6.0428 0.11
N 3.4758 5.2598 -8.6614 0.07
N -2.1416 -2.2057 4.8130 0.17
N 1.3291 -0.3191 -0.3679 0.38
N -2.6724 -5.4678 -2.2977 0.06
N -3.3495 8.6584 -0.5766 0.04
N -0.1790 -1.7711 0.2128 -0.09
N -2.4078 -6.1548 7.5772 0.09
N -0.2776 2.5360 1.4589 -0.09
C -2.5714 -8.3592 7.7053 -0.52
C 0.3682 0.4089 0.3231 0.29
C -0.7990 -3.9445 2.0133 -0.75
C 1.8337 5.3553 -5.2757 -0.66
C -0.9385 3.6740 0.8850 0.43
C -1.2420 -2.6694 5.7364 -0.59
C -3.4505 7.3269 -0.2757 -0.94
C 0.4804 1.8732 0.4939 0.41
C -2.1588 -7.3232 6.9106 -0.45
C 3.3649 3.9422 -8.2990 -0.36
C -3.3099 -2.6933 6.6279 -0.52
C 1.1892 4.9945 -4.1232 -0.48
C 4.9280 0.1208 3.1352 -0.26
C 3.4699 0.6497 -0.1225 -0.79
C -2.9781 -6.4329 8.7890 -0.24
C -1.9372 -2.9783 6.8733 -0.70
C -3.0719 -6.9428 -3.8970 -0.48
C -0.5548 -0.5314 0.7003 0.45
C -3.4553 -4.8316 -3.2248 -0.28
C -2.4336 -6.7553 -2.7021 -0.45
C 4.4403 3.2789 -8.8249 -0.56
C 1.7868 -2.6429 -1.1252 -1.53
C -0.2621 6.1452 -5.3956 -0.84
C 5.2310 4.2306 -9.5255 -0.37
C -0.1405 5.4940 -4.2003 -0.32
C -2.2269 8.8781 -1.3275 -0.64
C -3.0923 -7.7929 8.8996 -0.61
C 1.0057 -1.6058 -0.4383 0.66
C -2.3806 6.6867 -0.8435 0.17
C -3.7200 -5.7216 -4.2291 -0.61
C 4.9008 -1.3260 3.5903 -0.97
C 4.6104 5.4423 -9.4063 -0.56
C -3.4051 -2.2190 5.3507 -0.48
C 3.5244 -0.0009 1.2431 0.02
C -1.6043 7.6730 -1.5098 -0.58
H 1.6228 4.4342 -3.3114 0.57
H -4.2578 -1.8928 4.7797 0.41
H -0.9466 1.9455 1.9362 0.14
H -4.0009 9.3658 -0.2925 0.18
H -2.9391 -2.8710 1.0056 0.36
H 4.8227 -1.3402 4.6726 0.38
H -0.1920 -2.7387 5.5078 0.45
H -3.0761 -7.8534 -4.4713 0.40
H 5.7990 -1.8418 3.2704 0.27
H -2.5081 -9.4058 7.4597 0.39
H 2.8280 5.9842 -8.4238 0.17
H -4.2711 6.9530 0.3124 0.38
H -1.9700 9.8670 -1.6653 0.39
H -3.7548 -3.8064 -3.0893 0.37
H 2.7819 0.4691 1.8973 0.35
H 4.8753 6.4142 -9.7849 0.36
H -2.1698 5.6343 -0.7919 0.57
H -0.9159 5.3881 -3.4599 0.60
H -0.9315 -5.0189 1.9708 0.44
H -0.6922 7.5098 -2.0594 0.45
H -2.3284 -5.0520 -1.4538 0.19
H -1.5081 -3.3598 7.7855 0.70
H 4.0382 -1.8665 3.2127 0.23
H 2.8407 5.1734 -5.6104 0.49
H 4.4088 0.4464 -0.6251 0.47
H 1.1331 6.4563 -6.9415 0.16
H 2.5381 3.5932 -7.7043 0.46
H 5.8558 0.5864 3.4387 0.36
H -4.1301 -2.8244 7.3129 0.40
H 3.3693 -1.0811 1.1872 0.10
H 2.2945 -2.1946 -1.9713 0.37
H 6.1486 4.0441 -10.0568 0.40
H -4.3131 -5.5224 -5.1052 0.39
H 4.6401 2.2259 -8.7206 0.40
H -3.5033 -8.3237 9.7414 0.39
H 0.1672 -3.6911 2.4306 0.29
H 3.3908 1.7243 -0.0489 0.22
H -1.8338 -7.4231 -2.1076 0.35
H -1.0958 6.6610 -5.8393 0.37
H -3.2537 -5.6429 9.4669 0.35
H -1.9125 -1.9041 3.8852 0.26
H -1.7114 -7.3181 5.9313 0.35
H 2.5512 -3.0434 -0.4655 0.33
H 1.1471 -3.4490 -1.4549 0.55
H 4.1334 0.6703 3.6485 0.32
H -2.2031 -5.2323 7.2304 0.22
H -1.6048 -3.5550 2.6335 0.10
```

=====

| no. | maximum force (eV/Å) |
| --- | --- |
| 1 | 3.27 |
| 2 | 3.24 |
| 3 | 1.31 |
| 4 | 1.39 |